# 1
ORCA calculation (wB97M-V/def2-TZVPD) on C20H17N7S in the gas phase at a distorted geometry.

Output
HOMO level = -7.837 eV
E_tot = -1553.7646 Ha
LUMO level = 0.28 eV
frontier orbital gap = 8.12 eV
SMILES = Cc1cc2nc(-c3cncn3C)[nH]c2cc1Nc1nc(-c2ccncc2)cs1

Atoms and positions in Å:
C: -1.60 3.04 -0.43
C: -0.70 1.87 -0.70
C: -1.36 0.77 -1.33
C: -0.65 -0.26 -1.96
N: -1.07 -1.36 -2.79
C: 0.12 -1.76 -3.30
C: 0.20 -2.94 -4.19
C: 1.28 -3.60 -4.70
N: 0.91 -4.88 -5.09
C: -0.41 -5.03 -5.00
N: -0.87 -3.76 -4.51
C: -2.24 -3.74 -3.87
N: 1.20 -1.24 -2.74
C: 0.76 -0.16 -2.01
C: 1.43 0.81 -1.32
C: 0.70 1.82 -0.63
N: 1.46 2.80 -0.01
C: 1.21 2.96 1.34
N: 0.59 2.13 2.04
C: 0.80 2.48 3.35
C: 0.40 1.53 4.46
C: 0.22 1.99 5.77
C: -0.13 1.06 6.75
N: -0.49 -0.25 6.46
C: -0.33 -0.68 5.24
C: 0.25 0.10 4.29
C: 1.54 3.57 3.66
S: 2.05 4.31 2.09
H: -2.48 2.76 0.16
H: -1.80 3.60 -1.37
H: -1.05 3.59 0.34
H: -2.46 0.61 -1.46
H: 2.31 -3.22 -4.60
H: -1.02 -5.84 -5.25
H: -2.68 -2.74 -3.99
H: -2.14 -4.02 -2.79
H: -2.81 -4.62 -4.33
H: 2.07 -1.73 -2.66
H: 2.52 0.86 -1.33
H: 2.40 2.85 -0.30
H: 0.46 2.98 5.99
H: -0.42 1.42 7.76
H: -0.39 -1.76 4.98
H: 0.44 -0.30 3.30
H: 1.78 3.97 4.66



# 2
ORCA calculation (wB97M-V/def2-TZVPD) on a molecular structure, C20H17NO5SW.

Output
HOMO level = -14.491 eV
total charge = +2
E_tot = -1667.8696 Ha
LUMO level = -8.80 eV
frontier orbital gap = 5.69 eV

Atoms and positions in Å:
W: 0.51 0.97 -0.31
O: 2.32 5.92 -3.55
C: 1.98 4.98 -2.93
C: 2.91 3.81 -2.44
O: 4.08 3.67 -2.62
C: 1.95 2.92 -1.72
C: 0.68 3.38 -1.73
O: -0.16 2.57 -1.08
C: 0.52 4.68 -2.44
O: -0.46 5.32 -2.62
O: 2.06 1.75 -1.08
S: -1.08 -0.11 -1.82
C: -2.08 -1.53 -1.61
N: -3.22 -1.41 -0.90
C: -4.14 -2.39 -0.78
C: -3.94 -3.59 -1.43
C: -2.79 -3.74 -2.20
C: -1.86 -2.72 -2.29
H: -3.41 -0.52 -0.46
H: -5.01 -2.17 -0.19
H: -4.67 -4.37 -1.35
H: -2.62 -4.67 -2.74
H: -0.97 -2.81 -2.90
C: -0.23 0.61 3.63
C: 0.81 0.64 2.51
C: 2.20 0.94 3.10
C: 0.59 1.70 1.46
C: 0.83 -0.61 1.61
C: -0.34 -1.36 1.43
C: -0.31 -2.55 0.71
C: 0.83 -2.93 0.01
C: 1.95 -2.10 0.03
C: 1.97 -0.96 0.84
H: -0.13 1.51 4.24
H: -0.05 -0.26 4.27
H: -1.25 0.58 3.26
H: 2.14 1.83 3.71
H: 2.97 1.11 2.35
H: 2.51 0.10 3.74
H: 0.70 2.75 1.72
H: -1.23 -1.08 1.98
H: -1.18 -3.20 0.70
H: 0.85 -3.85 -0.54
H: 2.84 -2.36 -0.52
H: 2.90 -0.43 0.96



# 3
ORCA calculation (wB97M-V/def2-TZVPD) on a molecular structure, C20H18AsCl2N2O2Pt.

Output
HOMO level = -11.705 eV
total charge = +1
E_tot = -4308.1490 Ha
LUMO level = -4.28 eV
frontier orbital gap = 7.43 eV

Atoms and positions in Å:
Pt: 0.93 2.22 -0.12
N: 2.94 1.95 0.15
N: 3.48 3.19 0.54
C: 2.63 4.28 0.77
O: 3.05 5.33 1.17
O: 1.36 4.04 0.48
H: 3.08 1.25 0.87
H: 3.39 1.64 -0.71
H: 4.45 3.24 0.81
Cl: -1.31 2.91 -0.18
C: -1.40 3.94 1.32
Cl: -1.27 2.95 2.76
H: -2.37 4.42 1.25
H: -0.57 4.62 1.26
C: 1.45 -5.03 0.30
C: 0.62 -4.40 -0.60
C: 0.33 -3.05 -0.46
C: 0.88 -2.34 0.60
C: 1.72 -2.97 1.51
C: 2.01 -4.32 1.36
As: 0.48 -0.46 0.93
C: 0.25 0.09 -0.95
C: 1.23 0.16 -1.95
C: 0.87 0.32 -3.28
C: -0.48 0.38 -3.61
C: -1.47 0.24 -2.64
C: -1.13 0.07 -1.31
C: -2.06 -0.19 -0.21
C: -3.45 -0.16 -0.30
C: -4.21 -0.43 0.83
C: -3.59 -0.72 2.04
C: -2.21 -0.75 2.14
C: -1.45 -0.49 1.01
H: 1.68 -6.09 0.19
H: 0.19 -4.95 -1.43
H: -0.33 -2.56 -1.17
H: 2.15 -2.42 2.34
H: 2.66 -4.82 2.07
H: 2.28 0.04 -1.69
H: 1.62 0.38 -4.05
H: -0.77 0.50 -4.65
H: -2.51 0.23 -2.94
H: -3.94 0.08 -1.23
H: -5.29 -0.41 0.76
H: -4.20 -0.94 2.91
H: -1.74 -0.98 3.09



# 4
ORCA calculation (wB97M-V/def2-TZVPD) on a molecular structure, C20H18AuBCl5N6OS2.

Output
HOMO level = -11.491 eV
total charge = +1
E_tot = -4434.5108 Ha
LUMO level = -4.14 eV
frontier orbital gap = 7.35 eV

Atoms and positions in Å:
Au: 0.92 0.66 -0.29
Cl: 2.03 2.54 2.29
C: 1.15 1.12 2.72
C: 0.67 0.31 1.71
C: -0.02 -0.84 2.05
Cl: -0.60 -1.88 0.78
C: -0.25 -1.19 3.38
Cl: -1.09 -2.63 3.78
C: 0.23 -0.35 4.39
Cl: -0.04 -0.75 6.03
C: 0.94 0.81 4.06
Cl: 1.54 1.83 5.30
C: 3.18 -1.95 2.63
N: 2.85 -2.53 1.33
C: 2.61 -3.86 1.10
C: 2.43 -3.99 -0.24
N: 2.58 -2.76 -0.82
B: 2.57 -2.46 -2.37
N: 1.08 -2.18 -2.77
C: 0.17 -3.17 -3.07
C: -1.01 -2.59 -3.39
N: -0.82 -1.23 -3.28
C: -1.85 -0.24 -3.55
C: 0.46 -1.00 -2.90
S: 1.13 0.60 -2.70
C: 2.82 -1.88 0.16
S: 3.05 -0.17 -0.06
H: 3.36 -2.76 3.33
H: 2.35 -1.34 2.99
H: 4.07 -1.34 2.55
H: 2.60 -4.59 1.89
H: 2.25 -4.87 -0.83
H: 3.23 -1.50 -2.59
H: 2.92 -3.46 -2.93
H: 0.45 -4.21 -3.06
H: -1.95 -3.01 -3.70
H: -2.66 -0.73 -4.08
H: -1.44 0.56 -4.16
H: -2.23 0.17 -2.61
N: -4.31 5.58 0.65
C: -3.92 4.98 -0.49
O: -4.38 5.24 -1.58
C: -2.83 3.92 -0.38
C: -2.29 3.46 -1.56
C: -1.30 2.50 -1.53
N: -0.83 1.98 -0.38
C: -1.37 2.43 0.76
C: -2.36 3.39 0.81
H: -5.02 6.30 0.58
H: -3.88 5.42 1.54
H: -2.65 3.85 -2.51
H: -0.83 2.14 -2.43
H: -0.99 1.99 1.68
H: -2.73 3.68 1.78



# 5
ORCA calculation (wB97M-V/def2-TZVPD) on a molecular structure, C20H18B2LiO22 at a distorted geometry.

Output
HOMO level = -7.134 eV
total charge = -1
E_tot = -2485.9336 Ha
LUMO level = -1.35 eV
frontier orbital gap = 5.78 eV

Atoms and positions in Å:
Li: 1.53 0.98 0.65
O: 2.03 -3.49 -8.09
C: 1.37 -2.50 -7.64
O: 1.80 -1.28 -7.40
B: 0.71 -0.57 -6.69
O: -0.50 -1.39 -6.87
C: -0.12 -2.57 -7.35
O: -0.77 -3.62 -7.34
O: 0.42 0.82 -7.18
C: 0.24 1.67 -6.24
O: -0.16 2.82 -6.31
C: 0.64 0.98 -4.92
O: 0.87 -0.31 -5.25
O: 0.62 1.43 -3.75
O: -3.80 3.76 2.56
C: -4.99 3.95 2.38
O: -5.74 3.86 1.27
B: -7.15 4.22 1.64
O: -7.20 4.12 3.13
C: -6.04 4.15 3.59
O: -5.73 4.26 4.77
O: -7.39 5.53 1.13
C: -8.27 5.52 0.16
O: -8.50 6.45 -0.59
C: -8.84 4.11 0.09
O: -8.22 3.37 0.98
O: -9.79 3.73 -0.62
O: -1.36 -2.62 1.40
C: -2.03 -3.53 1.02
O: -1.53 -4.81 1.04
C: -2.28 -5.74 0.27
C: -3.11 -4.77 -0.60
C: -3.37 -3.58 0.32
H: -2.87 -6.41 0.89
H: -1.58 -6.36 -0.30
H: -4.07 -5.18 -0.89
H: -2.51 -4.43 -1.44
H: -4.14 -3.71 1.08
H: -3.47 -2.59 -0.12
O: 4.79 -2.83 -0.58
C: 5.29 -3.95 -0.61
O: 6.57 -4.19 -0.92
C: 6.88 -5.53 -1.13
C: 5.57 -6.23 -1.29
C: 4.62 -5.35 -0.40
H: 7.29 -5.92 -0.20
H: 7.60 -5.72 -1.93
H: 5.54 -7.31 -1.14
H: 5.28 -6.06 -2.33
H: 4.69 -5.67 0.64
H: 3.62 -5.24 -0.80
O: 3.55 4.01 3.95
C: 3.77 4.75 4.91
O: 4.97 4.74 5.41
C: 5.20 5.72 6.42
C: 3.77 6.15 6.79
C: 2.89 5.78 5.63
H: 5.74 6.58 6.02
H: 5.72 5.35 7.30
H: 3.78 7.23 6.95
H: 3.37 5.70 7.70
H: 2.78 6.62 4.95
H: 2.05 5.13 5.87



# 6
ORCA calculation (wB97M-V/def2-TZVPD) on a molecular structure, C20H18BFIrN7.

Output
HOMO level = -7.685 eV
E_tot = -1385.4148 Ha
LUMO level = 0.23 eV
frontier orbital gap = 7.91 eV

Atoms and positions in Å:
Ir: -0.14 -0.61 -0.29
C: -0.97 3.01 1.89
C: -0.75 2.30 0.71
N: -0.54 1.01 0.98
N: -0.62 0.87 2.32
C: -0.87 2.06 2.88
B: -0.38 -0.50 3.01
N: -1.31 -1.53 2.35
C: -2.08 -2.47 2.91
C: -2.63 -3.25 1.90
C: -2.12 -2.70 0.72
N: -1.34 -1.67 1.02
N: 1.10 -0.86 2.77
C: 2.10 -0.97 3.66
C: 3.29 -0.98 2.96
C: 2.91 -0.85 1.62
N: 1.59 -0.78 1.51
H: -1.18 4.06 1.99
H: -0.75 2.64 -0.31
H: -0.98 2.13 3.95
H: -0.59 -0.43 4.19
H: -2.18 -2.53 3.98
H: -3.29 -4.09 2.01
H: -2.25 -2.98 -0.31
H: 1.89 -1.02 4.71
H: 4.29 -1.05 3.37
H: 3.54 -0.79 0.75
C: 3.43 -0.56 -2.62
C: 3.16 0.38 -3.61
C: 1.92 0.99 -3.64
C: 0.99 0.68 -2.66
N: 1.32 -0.13 -1.64
C: 2.48 -0.79 -1.65
C: -0.43 1.04 -2.65
C: -1.03 1.89 -3.57
C: -2.40 2.08 -3.54
C: -3.16 1.41 -2.59
C: -2.56 0.56 -1.67
C: -1.18 0.37 -1.66
H: 4.36 -1.10 -2.59
H: 3.90 0.60 -4.37
H: 1.66 1.66 -4.45
H: 2.61 -1.52 -0.87
H: -0.43 2.39 -4.32
H: -2.88 2.74 -4.25
H: -4.24 1.54 -2.57
H: -3.17 0.06 -0.93
F: -0.07 -2.26 -1.42



# 7
ORCA calculation (wB97M-V/def2-TZVPD) on a molecular structure, C20H18BaN2O8 at a distorted geometry.

Output
HOMO level = -1.314 eV
total charge = -2
E_tot = -1509.8961 Ha
LUMO level = 2.74 eV
frontier orbital gap = 4.05 eV

Atoms and positions in Å:
Ba: -0.03 -1.10 0.06
C: 2.65 -5.09 -0.30
C: 3.63 -5.52 0.54
C: 3.96 -4.92 1.89
O: 4.81 -5.45 2.71
C: 3.25 -3.85 2.35
C: 2.20 -3.24 1.55
C: 1.82 -3.97 0.13
O: 0.83 -3.58 -0.47
O: 1.66 -2.14 1.80
O: 4.23 -6.60 0.10
H: 2.33 -5.56 -1.21
H: 3.50 -3.37 3.29
C: 0.09 -0.73 -4.70
C: -0.51 -1.49 -5.68
C: -1.51 -2.55 -5.37
O: -2.02 -3.31 -6.29
C: -1.93 -2.79 -4.11
C: -1.39 -1.99 -2.99
C: -0.25 -0.85 -3.32
O: 0.18 -0.23 -2.35
O: -1.71 -2.16 -1.79
O: -0.11 -1.30 -6.92
H: 0.84 -0.03 -5.04
H: -2.70 -3.51 -3.87
C: -5.20 3.28 0.72
C: -3.91 3.46 1.59
C: -2.60 3.15 0.86
C: -2.48 1.75 0.34
N: -2.35 0.70 -0.07
H: -6.05 3.48 1.37
H: -5.28 2.30 0.26
H: -5.22 4.03 -0.07
H: -4.01 2.87 2.49
H: -3.81 4.51 1.87
H: -1.76 3.44 1.49
H: -2.51 3.71 -0.06
C: 0.88 3.47 3.47
C: 2.31 3.23 3.02
C: 2.53 3.46 1.55
C: 1.72 2.48 0.83
N: 1.04 1.68 0.31
H: 0.41 2.49 3.32
H: 0.31 4.12 2.81
H: 0.83 3.83 4.49
H: 2.59 2.21 3.29
H: 2.92 3.94 3.58
H: 3.56 3.28 1.24
H: 2.26 4.47 1.27



# 8
ORCA calculation (wB97M-V/def2-TZVPD) on C20H18Cl2N4O3S in the gas phase at a distorted geometry.

Output
HOMO level = -8.509 eV
E_tot = -2536.2755 Ha
LUMO level = -0.82 eV
frontier orbital gap = 7.69 eV
SMILES = N#C/C(=C(/O)c1ccc(S(=O)(=O)N(CCCl)CCCl)cc1)c1nc2ccccc2[nH]1

Atoms and positions in Å:
N: -1.80 1.51 2.35
C: -0.68 1.53 2.09
C: 0.69 1.70 1.82
C: 1.43 0.87 1.02
O: 2.69 1.12 0.74
C: 0.88 -0.33 0.37
C: -0.12 -1.11 0.97
C: -0.61 -2.22 0.32
C: -0.10 -2.57 -0.92
S: -0.78 -4.00 -1.75
O: -0.99 -5.06 -0.81
O: 0.02 -4.29 -2.91
N: -2.30 -3.43 -2.17
C: -3.31 -4.45 -2.30
C: -3.21 -5.32 -3.55
Cl: -4.13 -4.64 -4.92
C: -2.36 -2.22 -2.95
C: -1.73 -2.31 -4.35
Cl: -1.42 -0.66 -4.95
C: 0.91 -1.83 -1.51
C: 1.40 -0.71 -0.86
C: 1.29 2.88 2.40
N: 2.55 3.21 2.22
C: 2.75 4.37 2.91
C: 3.89 5.16 3.06
C: 3.78 6.29 3.84
C: 2.58 6.65 4.46
C: 1.44 5.88 4.32
C: 1.54 4.74 3.54
N: 0.63 3.77 3.20
H: 2.97 1.97 1.21
H: -0.50 -0.85 1.95
H: -1.37 -2.84 0.76
H: -3.18 -5.10 -1.43
H: -4.30 -3.98 -2.24
H: -3.63 -6.31 -3.37
H: -2.17 -5.41 -3.87
H: -3.41 -1.91 -3.03
H: -1.83 -1.45 -2.38
H: -2.39 -2.79 -5.06
H: -0.78 -2.83 -4.30
H: 1.30 -2.14 -2.47
H: 2.19 -0.12 -1.31
H: 4.81 4.88 2.58
H: 4.64 6.93 3.97
H: 2.54 7.55 5.05
H: 0.51 6.16 4.80
H: -0.34 3.71 3.46